# 1
# C18H17N3S

The molecule C18H17N3S (the ωB97M-V functional and the def2-TZVPD basis, the OMol25 dataset).

```
39
Properties=species:S:1:pos:R:3:forces:R:3
H -1.487 -1.628 -2.308 0.1 -0.1 0.0
H -0.451 -3.108 1.506 -0.2 0.1 -0.1
C -2.550 1.430 -0.176 0.2 -0.2 0.1
C -3.061 1.238 -1.477 0.0 -0.1 -0.2
H -3.605 3.262 0.195 -0.1 0.1 0.0
H -1.240 -4.896 0.023 -0.1 -0.1 0.0
H -3.753 1.966 -1.873 -0.1 0.1 -0.1
C 3.747 0.055 0.348 0.0 0.0 0.0
H -3.083 0.012 -3.217 -0.1 0.0 -0.1
H 3.769 -0.880 0.882 0.0 0.1 0.0
C 2.640 1.719 -0.953 -0.2 -0.3 0.1
C 0.951 -1.357 0.239 0.2 0.1 -0.2
H -0.466 -0.056 2.089 0.1 -0.1 0.0
H -2.703 3.556 2.468 0.0 0.1 0.0
C 2.583 0.490 -0.284 0.7 0.2 0.1
C -0.963 -2.840 0.577 -0.1 -0.6 0.2
H 5.676 2.700 -0.507 0.1 0.0 0.0
C -2.690 0.154 -2.222 -0.2 0.3 0.0
N -0.376 -1.606 0.085 0.0 0.3 -0.1
C -1.786 -0.784 -1.705 0.3 -0.1 0.3
C -1.148 0.670 1.670 0.1 0.0 0.2
H 0.218 -4.160 -0.644 0.1 0.0 0.0
S 1.934 -2.444 1.002 0.4 -0.4 0.3
C 4.877 0.852 0.273 -0.1 0.2 -0.2
H 5.791 0.539 0.753 0.1 0.0 0.0
C -1.269 -0.633 -0.442 -0.2 0.1 -0.4
H -1.366 -3.778 -1.337 -0.1 0.0 -0.1
H -1.145 1.893 3.407 0.0 0.0 0.1
N 1.367 -0.178 -0.306 -0.9 -0.1 -0.2
H 0.643 0.335 -0.800 0.2 -0.1 0.1
C -2.416 2.702 1.873 -0.2 0.1 -0.2
H 1.760 2.108 -1.456 -0.2 -0.1 0.0
H -2.016 -2.641 0.794 0.1 0.1 0.0
C -0.830 -3.990 -0.415 0.0 0.2 0.1
N 3.716 2.472 -1.022 0.0 0.3 -0.2
C -2.918 2.541 0.612 0.0 0.1 0.2
C 4.818 2.048 -0.422 0.3 -0.1 0.2
C -1.528 1.757 2.407 0.2 -0.2 0.0
C -1.642 0.480 0.363 -0.2 0.1 -0.2
```
Forces are in eV/Å.

Results
* lowest unoccupied orbital energy: 0.0005 Eh
* highest occupied orbital energy: -0.3013 hartree
* HOMO-LUMO gap: 8.2 eV
* SMILES string: CCN(C(=S)Nc1cccnc1)c1cccc2ccccc12
* total charge: 0

***

# 2
# C18H17N4O6Pb

A structure of composition C18H17N4O6Pb (the ωB97M-V functional and the def2-TZVPD basis, the OMol25 dataset).

```
46
Properties=species:S:1:pos:R:3:forces:R:3
C 1.874 -2.105 -1.615 0.0 -0.2 0.0
N 0.834 -1.803 0.494 -0.1 0.3 0.0
N -1.419 0.686 1.180 0.1 0.1 -0.1
C -0.278 2.344 4.213 0.0 0.0 0.0
C -6.470 -1.105 -0.415 0.0 0.0 0.0
H -7.513 -2.196 -1.922 0.0 0.0 0.0
O 0.580 -2.047 1.700 0.0 -0.1 0.1
H 1.379 0.583 -2.823 -0.2 -0.4 -0.1
C 1.988 -3.118 -2.710 0.1 0.0 0.0
O -1.741 -0.689 -1.037 0.1 0.0 0.1
H 1.577 -4.074 -2.390 0.0 0.0 0.0
H 3.031 -3.266 -2.998 0.0 0.0 0.0
C -4.199 -1.554 -1.926 0.0 0.0 0.0
H -5.477 -2.601 -3.290 0.0 0.0 0.0
O 1.505 0.920 1.357 0.0 0.0 -0.2
C 2.074 2.479 4.540 0.1 0.0 0.0
C 2.486 -3.588 0.411 -0.2 -0.2 0.0
H 3.442 -3.694 -0.103 0.0 0.0 0.0
H -2.246 1.546 2.802 0.0 0.0 0.0
C -2.738 -0.355 -0.327 0.1 -0.2 0.0
C 2.288 1.867 3.330 0.0 0.0 0.0
N -2.694 0.361 0.781 -0.1 0.0 0.2
C -5.244 -0.604 0.028 0.0 0.0 0.0
H -1.295 2.517 4.552 0.0 0.0 0.0
C -0.102 1.711 2.971 0.1 0.0 0.0
C -1.311 1.314 2.291 -0.1 -0.1 0.0
H 1.454 -2.754 -3.588 0.0 0.0 0.0
N 1.848 -0.848 -1.806 0.0 0.1 0.0
O 1.748 -0.346 -3.070 0.1 0.4 0.1
H 3.288 1.670 2.967 0.0 0.0 0.0
O -5.228 0.084 1.180 -0.1 0.0 0.1
C 1.215 1.470 2.495 0.0 0.0 0.0
Pb 0.279 0.269 -0.350 -0.3 -0.2 0.2
H 2.926 2.769 5.145 0.0 0.0 0.0
H 0.611 3.217 5.955 0.0 0.0 0.0
H -7.345 -0.917 0.194 0.0 0.0 0.0
C -6.552 -1.817 -1.596 0.0 0.0 0.0
C 0.778 2.734 5.002 0.0 0.0 0.0
C 1.680 -2.498 -0.214 0.3 -0.1 -0.1
H -4.279 0.352 1.333 0.0 0.0 0.0
O 0.410 1.553 -1.808 0.2 0.2 -0.2
C -4.087 -0.835 -0.737 0.0 0.0 -0.1
C -5.414 -2.046 -2.364 0.0 0.0 0.0
H 1.982 -4.559 0.403 0.0 0.0 0.0
H -3.293 -1.713 -2.495 0.0 0.0 0.0
H 2.651 -3.328 1.458 0.0 0.0 0.0
```
Forces are in eV/Å.

Results
* lowest unoccupied orbital energy: 0.1019 Eh
* highest occupied orbital energy: -0.1852 hartree
* HOMO-LUMO gap: 7.8 eV
* total charge: -1

***

# 3
# C18H17N8O4S3Sc

A structure of composition C18H17N8O4S3Sc at a distorted geometry (the ωB97M-V functional and the def2-TZVPD basis, the OMol25 dataset).

```
51
Properties=species:S:1:pos:R:3:forces:R:3
H 3.484 -3.820 2.985 0.1 -0.1 0.0
N 1.222 -1.727 0.642 -0.3 -0.6 0.1
N 0.986 0.666 3.794 -0.3 0.1 -1.1
H 0.504 2.381 -4.571 0.0 0.1 0.0
H 2.968 3.592 1.624 0.0 0.1 0.0
C -5.217 -3.836 0.382 0.2 0.3 -0.3
H 2.802 -0.426 0.485 0.0 0.0 -0.1
H 4.287 -1.667 2.008 0.1 0.1 0.0
C 3.308 -2.052 1.775 -0.2 -0.3 0.1
C -0.528 -3.342 0.776 -1.4 0.2 -0.6
O 1.851 0.363 -3.645 -0.3 -0.2 0.4
N 1.212 1.400 1.792 0.0 -0.2 0.8
H 1.822 1.765 -0.074 -0.1 -0.1 0.2
C 1.619 -3.719 1.936 -0.6 0.2 -0.3
H -5.242 -3.232 1.284 0.0 -0.1 0.1
C 2.461 -1.347 0.940 0.1 0.2 -0.1
H 3.945 2.161 1.310 0.1 0.0 0.0
H -2.389 2.383 -0.619 0.0 -0.1 -0.1
N -1.314 -2.555 0.094 1.0 -0.6 0.3
H 0.345 2.411 0.312 0.1 -0.3 0.0
O -1.930 5.497 -4.301 -0.8 0.9 0.2
S -2.792 -1.068 -1.975 0.6 0.5 0.3
H -0.897 -4.305 1.120 0.0 0.1 0.0
C 3.363 2.680 2.071 0.0 0.0 0.0
H -4.393 -4.538 0.416 0.0 -0.1 0.1
H 4.009 2.940 2.904 0.0 0.0 0.0
C 0.963 0.307 -2.824 0.2 2.0 -1.7
C -1.903 3.426 -2.447 0.2 -0.4 0.2
C -1.769 2.409 -1.515 -0.3 0.2 0.2
C 0.803 -2.927 1.112 1.1 0.5 0.3
N -0.870 1.423 -1.640 0.1 -0.5 -0.3
S -1.071 -0.003 2.130 -0.7 -0.3 -0.3
H -6.162 -4.350 0.243 -0.1 0.0 0.0
C -3.317 -2.304 -0.934 0.5 -0.2 0.2
C -0.083 1.427 -2.735 0.5 0.0 -0.4
C -1.078 3.426 -3.562 0.0 0.7 -0.6
C 2.266 1.827 2.568 -0.1 0.0 0.2
C 2.863 -3.259 2.304 0.2 0.4 -0.2
C 0.379 0.655 2.591 0.3 0.3 -0.1
H 1.246 -4.670 2.281 0.0 -0.1 0.1
Sc -0.523 -0.604 -0.614 -0.9 1.0 0.9
N -2.567 -2.978 -0.090 -0.9 -0.8 0.5
O 0.815 -0.611 -1.934 0.6 -1.3 0.4
O -0.342 4.482 -5.544 0.7 0.0 -0.9
H -2.624 4.222 -2.327 0.0 0.1 0.0
S -4.993 -2.742 -1.054 -0.1 -0.1 0.2
N 0.958 1.602 0.444 -0.2 0.0 -0.2
H 0.672 0.224 4.643 -0.1 0.0 -0.1
N 2.135 1.376 3.773 0.8 0.4 0.4
C -0.154 2.406 -3.714 0.0 -0.5 0.5
C -1.129 4.630 -4.623 0.0 -1.2 1.1
```
Forces are in eV/Å.

Results
* lowest unoccupied orbital energy: -0.0750 Eh
* highest occupied orbital energy: -0.2720 hartree
* HOMO-LUMO gap: 5.4 eV
* total charge: 0

***

# 4
# C18H17NO3S

The molecule C18H17NO3S at a distorted geometry (the ωB97M-V functional and the def2-TZVPD basis, the OMol25 dataset).

```
40
Properties=species:S:1:pos:R:3:forces:R:3
H 1.732 -0.003 -2.273 0.0 -0.1 -0.1
O 4.921 -1.943 0.375 -0.2 0.3 0.2
C 3.263 -1.007 -1.137 0.2 -0.2 0.1
H -6.646 -2.599 -0.322 0.0 -0.1 0.0
C -3.850 -0.042 0.515 0.1 -0.3 -0.2
C 4.324 -0.253 2.420 0.0 0.0 -0.1
H 3.956 0.492 3.119 0.0 0.0 0.1
C 2.256 -0.075 -1.333 -0.1 0.1 0.0
C -4.581 -2.122 -0.527 -0.2 -0.1 0.0
H 4.500 -3.533 -0.893 0.0 0.0 0.0
H 5.388 -0.092 2.250 0.1 0.0 0.1
C 3.584 -0.178 1.124 0.0 0.0 -0.1
H 4.214 -1.244 2.857 0.0 0.0 0.1
H 5.713 -2.368 -1.497 0.0 0.0 0.0
C -5.178 0.162 0.949 -0.2 0.0 0.0
N -0.511 1.560 0.630 0.8 0.5 -0.3
C 5.322 -2.870 -0.607 0.1 -0.2 -0.2
H -7.172 -0.577 0.982 -0.1 0.0 0.0
H 3.522 -1.676 -1.942 0.0 -0.1 -0.1
C -2.222 -1.404 -0.674 0.2 0.1 0.0
H 6.115 -3.457 -0.147 -0.1 0.0 -0.1
C 2.574 0.739 0.907 0.2 -0.2 0.1
S 0.626 1.985 -0.548 -0.2 0.1 0.2
C -6.158 -0.743 0.649 0.0 0.2 0.1
H -3.059 1.772 1.357 0.0 0.1 0.0
H -1.990 -2.293 -1.243 0.0 -0.1 -0.1
O 1.096 3.274 -0.132 0.1 -0.1 0.3
O 0.069 1.838 -1.859 0.1 -0.4 0.2
C -1.541 0.666 0.347 -0.8 -0.4 -0.1
H -0.787 2.372 1.163 0.1 0.2 0.0
H -5.406 1.050 1.520 0.0 0.1 0.1
H -0.228 -0.655 -0.718 0.0 -0.2 -0.1
H 2.289 1.440 1.675 0.0 0.0 0.2
C 1.917 0.782 -0.310 -0.5 0.3 -0.3
C -2.824 0.881 0.791 0.5 0.1 0.0
H -4.344 -3.006 -1.101 0.0 -0.1 -0.1
C -5.858 -1.895 -0.094 0.1 -0.2 -0.2
C -3.549 -1.207 -0.239 -0.1 0.3 0.2
C -1.241 -0.499 -0.387 -0.2 -0.3 -0.1
C 3.927 -1.067 0.085 -0.2 0.2 0.0
```
Forces are in eV/Å.

Results
* lowest unoccupied orbital energy: 0.0228 Eh
* highest occupied orbital energy: -0.2955 hartree
* HOMO-LUMO gap: 8.7 eV
* SMILES string: COc1ccc(S(=O)(=O)Nc2ccc3ccccc3c2)cc1C
* total charge: 0

***

# 5
# C18H18AuN5O4

A structure of composition C18H18AuN5O4 at a distorted geometry (the ωB97M-V functional and the def2-TZVPD basis, the OMol25 dataset).

```
46
Properties=species:S:1:pos:R:3:forces:R:3
H -2.069 -2.693 -4.515 -0.2 0.3 0.2
H -5.383 -1.466 0.478 0.1 0.0 0.0
H 0.518 -2.780 4.513 -0.1 0.1 0.0
C 1.343 -1.332 -2.079 0.5 -0.1 0.5
N -3.490 -2.092 -3.232 -0.3 -0.4 -0.3
C 1.071 0.961 -2.153 1.0 -1.8 1.2
C 1.805 3.571 -1.507 -1.1 1.1 -1.4
C -4.472 -1.094 0.017 0.0 0.2 0.3
N -2.589 -1.842 -4.284 0.0 0.2 -0.1
C 2.288 1.428 2.194 -0.6 1.1 -0.1
H 2.343 -1.102 4.451 0.1 -0.1 0.0
H 3.865 0.343 3.176 0.1 0.0 0.0
O -0.423 1.844 -3.740 1.9 1.5 1.7
N 3.139 2.157 1.450 1.7 -1.7 0.0
H 1.055 -2.290 -2.482 -0.1 -0.1 0.0
C 2.669 0.017 -0.620 0.0 0.1 -0.2
C 2.796 0.463 3.091 0.1 -0.1 0.4
H 3.464 0.117 0.104 0.0 0.0 0.0
C -0.063 -2.041 5.071 0.3 -0.8 0.6
O -2.492 -0.660 -1.775 -0.5 -0.2 0.5
N 2.971 2.756 0.403 -2.1 0.6 -0.5
N 0.744 -0.275 -2.563 0.3 1.0 -0.1
H -3.603 -1.358 0.622 -0.1 0.0 -0.1
C 2.017 1.151 -1.125 -0.4 -0.9 -0.7
H -4.309 -2.662 -3.398 0.2 0.1 -0.1
C 0.914 3.366 -2.526 1.0 1.3 1.0
C 0.545 -0.175 3.689 -0.3 -0.1 -0.1
H -4.523 -0.012 -0.109 0.0 -0.1 0.0
C 2.339 -1.230 -1.103 -0.1 0.1 -0.1
C 0.447 2.064 -2.849 -1.8 -0.7 -2.1
H 0.479 -1.755 5.975 0.0 0.1 -0.1
H 2.841 -2.117 -0.756 0.1 -0.1 0.1
H 0.530 4.192 -3.106 0.0 0.1 0.1
H -3.094 -1.550 -5.126 0.1 -0.1 0.4
Au -1.201 -0.122 -3.763 -1.3 -1.4 -1.1
C 0.888 1.652 2.140 -0.4 -0.3 0.1
H -1.020 1.041 2.863 -0.1 0.0 0.0
C 0.046 0.879 2.880 -0.1 0.2 -0.3
H 2.103 4.576 -1.246 0.1 0.1 0.0
H -1.023 -2.469 5.354 0.2 0.1 -0.1
O -0.375 -0.918 4.268 0.3 1.0 -0.7
C 2.273 2.510 -0.700 1.0 -0.6 1.4
O -4.406 -1.737 -1.261 -0.4 -0.3 -0.2
H 0.504 2.456 1.531 -0.1 0.1 0.0
C 1.943 -0.344 3.798 0.3 -0.2 0.1
C -3.406 -1.424 -2.048 0.9 0.5 -0.1
```
Forces are in eV/Å.

Results
* lowest unoccupied orbital energy (spin up / spin down): -0.3269 / -0.3250 Eh
* highest occupied orbital energy (spin up / spin down): -0.5184 / -0.5188 hartree
* HOMO-LUMO gap (spin up / spin down): 5.2 / 5.3 eV
* total charge: +2

***

# 6
# C18H18CuN4O3S2

A structure of composition C18H18CuN4O3S2 at a distorted geometry (the ωB97M-V functional and the def2-TZVPD basis, the OMol25 dataset).

```
46
Properties=species:S:1:pos:R:3:forces:R:3
C -3.564 2.520 0.917 0.0 0.0 0.0
C 0.685 -2.044 3.213 -0.1 0.0 0.1
H 2.131 -1.911 -5.054 0.0 0.0 0.0
C -3.469 1.224 0.435 0.1 0.1 0.0
C 1.175 0.597 -3.031 0.0 -0.1 -0.1
H 2.338 0.569 -4.822 0.0 0.0 0.0
H -0.318 3.342 0.502 0.0 0.0 0.1
N 0.686 -0.012 1.980 0.1 0.0 -0.3
O 4.566 0.250 -1.010 -0.1 0.5 -0.2
C 2.162 -0.275 3.832 0.0 0.1 -0.1
H -4.339 0.584 0.382 0.0 0.0 0.0
C 1.779 -0.017 -4.107 -0.1 0.0 0.0
H 0.851 -3.175 -3.335 0.0 0.0 0.0
H 2.105 -2.174 4.820 0.0 0.0 0.0
C 1.661 -1.395 -4.227 0.0 0.1 0.0
S 2.856 -1.729 0.058 -0.4 0.2 0.0
C 0.224 -1.258 2.182 0.0 0.1 0.0
C 0.412 -1.416 -2.195 0.0 0.2 -0.1
C -2.062 -0.636 -0.542 0.0 0.0 0.0
H -2.010 -0.546 -1.628 -0.1 0.0 0.0
H -2.942 -1.243 -0.296 0.0 0.0 0.0
H 0.489 -2.766 -0.595 0.1 0.0 0.1
C -2.425 3.311 0.951 0.0 0.0 0.0
O 4.073 0.476 1.369 -0.2 0.4 0.2
C -0.276 -2.160 -1.075 0.1 -0.1 0.1
N -0.822 -1.244 -0.086 0.0 0.3 0.0
H -1.051 -2.828 -1.482 0.0 0.0 0.0
C 0.954 -2.100 -3.273 -0.1 0.0 0.0
N 0.511 -0.087 -2.094 0.3 0.0 0.3
H -1.829 -1.349 1.719 0.0 -0.1 0.0
S 3.581 0.159 0.041 1.6 -1.7 0.1
C -0.900 -1.735 1.287 0.1 0.0 0.1
H 0.285 -3.039 3.359 0.0 0.0 -0.1
H -2.456 4.326 1.319 0.0 0.0 0.0
C -2.234 0.749 0.019 -0.2 0.1 0.0
O 2.429 1.101 -0.296 -0.6 0.9 -0.1
C 1.629 0.466 2.789 -0.1 0.0 0.1
N -1.141 1.510 0.063 -0.4 0.3 0.2
C 1.689 -1.552 4.038 0.0 0.0 0.0
H -4.515 2.909 1.257 0.0 0.0 0.0
H -0.950 -2.827 1.323 -0.1 0.0 0.0
H 2.969 0.139 4.418 0.0 0.0 0.0
Cu 0.682 0.591 -0.054 -0.3 -1.0 -0.1
H 1.963 1.475 2.595 0.2 -0.1 -0.1
H 1.225 1.668 -2.889 0.1 0.0 0.0
C -1.235 2.765 0.507 0.0 0.1 0.0
```
Forces are in eV/Å.

Results
* lowest unoccupied orbital energy (spin up / spin down): -0.0134 / -0.0360 Eh
* highest occupied orbital energy (spin up / spin down): -0.2386 / -0.2382 hartree
* HOMO-LUMO gap (spin up / spin down): 6.1 / 5.5 eV
* 2S+1: 2
* total charge: 0

***

Copy entry 5 word for word.
# C18H18AuN5O4

A structure of composition C18H18AuN5O4 at a distorted geometry (the ωB97M-V functional and the def2-TZVPD basis, the OMol25 dataset).

```
46
Properties=species:S:1:pos:R:3:forces:R:3
H -2.069 -2.693 -4.515 -0.2 0.3 0.2
H -5.383 -1.466 0.478 0.1 0.0 0.0
H 0.518 -2.780 4.513 -0.1 0.1 0.0
C 1.343 -1.332 -2.079 0.5 -0.1 0.5
N -3.490 -2.092 -3.232 -0.3 -0.4 -0.3
C 1.071 0.961 -2.153 1.0 -1.8 1.2
C 1.805 3.571 -1.507 -1.1 1.1 -1.4
C -4.472 -1.094 0.017 0.0 0.2 0.3
N -2.589 -1.842 -4.284 0.0 0.2 -0.1
C 2.288 1.428 2.194 -0.6 1.1 -0.1
H 2.343 -1.102 4.451 0.1 -0.1 0.0
H 3.865 0.343 3.176 0.1 0.0 0.0
O -0.423 1.844 -3.740 1.9 1.5 1.7
N 3.139 2.157 1.450 1.7 -1.7 0.0
H 1.055 -2.290 -2.482 -0.1 -0.1 0.0
C 2.669 0.017 -0.620 0.0 0.1 -0.2
C 2.796 0.463 3.091 0.1 -0.1 0.4
H 3.464 0.117 0.104 0.0 0.0 0.0
C -0.063 -2.041 5.071 0.3 -0.8 0.6
O -2.492 -0.660 -1.775 -0.5 -0.2 0.5
N 2.971 2.756 0.403 -2.1 0.6 -0.5
N 0.744 -0.275 -2.563 0.3 1.0 -0.1
H -3.603 -1.358 0.622 -0.1 0.0 -0.1
C 2.017 1.151 -1.125 -0.4 -0.9 -0.7
H -4.309 -2.662 -3.398 0.2 0.1 -0.1
C 0.914 3.366 -2.526 1.0 1.3 1.0
C 0.545 -0.175 3.689 -0.3 -0.1 -0.1
H -4.523 -0.012 -0.109 0.0 -0.1 0.0
C 2.339 -1.230 -1.103 -0.1 0.1 -0.1
C 0.447 2.064 -2.849 -1.8 -0.7 -2.1
H 0.479 -1.755 5.975 0.0 0.1 -0.1
H 2.841 -2.117 -0.756 0.1 -0.1 0.1
H 0.530 4.192 -3.106 0.0 0.1 0.1
H -3.094 -1.550 -5.126 0.1 -0.1 0.4
Au -1.201 -0.122 -3.763 -1.3 -1.4 -1.1
C 0.888 1.652 2.140 -0.4 -0.3 0.1
H -1.020 1.041 2.863 -0.1 0.0 0.0
C 0.046 0.879 2.880 -0.1 0.2 -0.3
H 2.103 4.576 -1.246 0.1 0.1 0.0
H -1.023 -2.469 5.354 0.2 0.1 -0.1
O -0.375 -0.918 4.268 0.3 1.0 -0.7
C 2.273 2.510 -0.700 1.0 -0.6 1.4
O -4.406 -1.737 -1.261 -0.4 -0.3 -0.2
H 0.504 2.456 1.531 -0.1 0.1 0.0
C 1.943 -0.344 3.798 0.3 -0.2 0.1
C -3.406 -1.424 -2.048 0.9 0.5 -0.1
```
Forces are in eV/Å.

Results
* lowest unoccupied orbital energy (spin up / spin down): -0.3269 / -0.3250 Eh
* highest occupied orbital energy (spin up / spin down): -0.5184 / -0.5188 hartree
* HOMO-LUMO gap (spin up / spin down): 5.2 / 5.3 eV
* total charge: +2